(1)
{
  "formula": "C26H58FIN5O6P2",
  "method": "ωB97M-V/def2-TZVPD",
  "elements": ["I", "P", "P", "F", "O", "O", "O", "O", "O", "O", "N", "N", "N", "N", "N", "C", "C", "C", "C", "C", "C", "C", "C", "C", "C", "C", "C", "C", "C", "C", "C", "C", "C", "C", "C", "C", "C", "C", "C", "C", "C", "H", "H", "H", "H", "H", "H", "H", "H", "H", "H", "H", "H", "H", "H", "H", "H", "H", "H", "H", "H", "H", "H", "H", "H", "H", "H", "H", "H", "H", "H", "H", "H", "H", "H", "H", "H", "H", "H", "H", "H", "H", "H", "H", "H", "H", "H", "H", "H", "H", "H", "H", "H", "H", "H", "H", "H", "H", "H"],
  "xyz": [[-0.29093, 2.37282, -3.38496], [-2.31975, -1.81569, 2.29764], [-2.53620, -1.66039, 0.09168], [-1.73119, -3.75778, -2.60441], [2.97873, -0.79836, -1.01569], [-2.41585, -3.25480, 2.76672], [-6.12908, -4.43337, 2.39153], [-2.99953, 5.11512, -0.49370], [8.82052, 1.92953, -2.40094], [-0.99108, -4.78149, -0.72708], [-5.81889, -7.24560, 2.91978], [9.01440, 1.22487, 0.37818], [-2.77128, 6.73681, -2.85929], [-3.47191, 0.91586, -0.11585], [5.76829, -0.13278, -0.77505], [-2.96502, -3.38200, -0.47185], [3.51627, -0.41566, 0.24546], [-3.83127, -0.37959, -0.37390], [2.71031, -2.17853, -1.15149], [9.40666, 0.69131, -2.02043], [-7.45701, -3.95338, 2.52853], [9.97063, 0.66893, -0.58646], [5.03294, -0.64181, 0.38833], [-2.23683, 8.19107, -0.97999], [11.30144, 1.40183, -0.44141], [-5.70872, 1.57568, -1.12151], [-5.07695, -0.87152, -0.94920], [-3.86460, 6.23069, -0.68138], [-7.32234, -6.39254, 4.63505], [-4.40222, 1.83455, -0.49191], [-0.94717, -0.19154, -1.85486], [-0.86421, -1.06933, -0.52214], [-0.38151, 1.25289, -1.52281], [-3.30919, 7.31600, -1.62258], [-1.76304, -4.06633, -1.24575], [-6.08150, 0.15933, -1.35029], [-1.97047, 5.32098, 0.46154], [5.41352, -2.10268, 0.61273], [-5.52838, -4.87145, 3.60865], [9.74647, 2.91666, -2.82265], [-5.92187, -6.29818, 4.03581], [10.59899, 2.48197, -3.35164], [10.15943, 0.37756, -2.75459], [-7.44285, -7.33912, 5.16601], [-2.53226, 8.49952, 0.02610], [-2.08292, 9.09532, -1.57230], [4.76206, -2.56892, 1.35652], [2.37485, -2.62572, -0.21007], [11.18236, 2.48579, -0.42855], [-1.97573, -0.08175, -2.28403], [0.65612, 1.14358, -1.09071], [9.22751, 3.59590, -3.50111], [-4.45039, -4.86198, 3.42089], [-0.30595, -0.71540, -2.61997], [-4.13339, 2.91677, -0.32241], [-6.34075, -6.85270, 2.13769], [-2.11980, 5.99955, -2.59267], [-2.29682, 5.95830, 1.28738], [11.78475, 1.12496, 0.49838], [8.72144, 2.13407, 0.02335], [1.91602, -2.29112, -1.89413], [-3.51688, 6.23652, -3.33885], [-7.06465, -0.12782, -1.80965], [-1.08740, 5.74464, -0.01970], [-1.05153, 1.82074, -0.82582], [-8.10523, -6.35349, 3.87660], [-0.99578, -1.37092, 2.64590], [8.59753, -0.04355, -2.07407], [-1.27128, 7.68819, -0.91365], [-3.18306, -4.03349, 0.42981], [-7.49842, -5.58562, 5.35096], [5.59080, 0.86611, -0.86250], [-8.16901, -4.77317, 2.41906], [-6.40285, 2.39879, -1.42349], [5.36243, -0.08397, 1.27110], [5.36399, -2.69309, -0.30310], [3.58738, -2.70633, -1.52867], [-4.77243, 5.82274, -1.13855], [-5.36062, -1.93228, -1.12042], [2.95937, -0.89191, 1.06354], [-1.68742, 4.34674, 0.86605], [-0.15886, -1.92701, -0.68294], [10.08895, 3.50442, -1.96845], [5.33230, -0.52774, -1.60723], [-4.14398, 7.97247, -1.88824], [-5.70838, -4.14642, 4.41226], [10.15039, -0.37897, -0.32450], [-7.64463, -3.24584, 1.71804], [-3.25955, -0.99661, 2.98808], [-4.85716, -7.25594, 2.58625], [8.16134, 0.66901, 0.34906], [-4.16712, 6.65175, 0.28521], [11.98368, 1.14185, -1.25477], [-3.86514, -3.44738, -1.13475], [-5.21723, -6.60912, 4.81362], [-0.41981, -0.41733, 0.28651], [3.32830, 0.65994, 0.32827], [6.43953, -2.17328, 0.97997], [-7.61244, -3.43934, 3.48080]],
  "atomic_forces_ev_per_a": [[0.0, -0.3, 0.7], [0.5, -2.9, 2.8], [0.2, 1.0, -1.1], [-0.2, -0.2, 1.9], [-0.2, 0.1, 0.4], [-0.2, 1.7, -1.3], [0.1, 0.3, 0.2], [-0.2, 0.0, 0.3], [0.2, -0.2, -0.1], [0.1, 0.2, -0.6], [0.3, 0.3, -0.1], [-0.2, -0.1, -0.1], [-0.3, -0.3, 0.1], [-2.2, -0.9, -1.1], [-0.3, 0.2, 0.1], [0.1, -1.0, -0.6], [0.1, 0.4, 0.1], [-1.5, -1.1, -0.6], [0.0, 0.0, -0.3], [-0.2, -0.3, 0.1], [0.0, -0.1, -0.3], [0.0, 0.4, -0.1], [0.0, -0.3, -0.3], [0.0, 0.2, 0.1], [0.2, -0.1, 0.1], [1.0, -3.1, 0.3], [-0.6, 3.0, -0.1], [-0.3, 0.1, -0.2], [-0.1, -0.1, 0.2], [-1.1, 0.6, -0.6], [0.5, 0.3, 0.2], [0.0, 0.5, -0.3], [0.1, -0.9, 0.0], [0.4, -0.2, 0.1], [-0.9, 0.6, 0.1], [2.5, 1.2, 1.1], [0.2, -0.2, -0.2], [0.1, -0.1, 0.2], [0.4, -0.2, 0.0], [-0.3, 0.2, 0.1], [-0.4, 0.1, -0.2], [0.0, 0.0, 0.1], [0.1, 0.1, 0.0], [0.0, 0.1, -0.1], [0.0, 0.0, 0.0], [0.0, -0.1, 0.0], [0.0, 0.0, 0.0], [0.1, 0.0, 0.1], [-0.1, 0.0, 0.0], [0.8, -0.3, 0.5], [-1.1, 0.3, -0.6], [0.0, -0.1, 0.0], [-0.1, 0.0, -0.1], [-0.7, 0.8, 0.7], [-0.1, -1.3, -0.1], [-0.1, -0.1, 0.1], [0.1, 0.2, -0.1], [0.0, 0.1, -0.1], [-0.1, 0.0, 0.0], [0.1, 0.0, 0.1], [0.0, 0.0, 0.0], [0.0, 0.2, -0.1], [1.2, 0.3, 0.6], [0.0, 0.1, 0.2], [0.6, -0.6, -0.7], [0.1, 0.0, 0.0], [-0.7, 0.6, -0.7], [0.0, 0.1, 0.0], [-0.1, -0.1, 0.0], [0.4, 0.9, -0.7], [0.0, 0.0, 0.0], [0.2, 0.0, 0.0], [-0.1, 0.1, 0.2], [0.9, -0.8, 0.4], [-0.1, 0.1, -0.1], [0.0, 0.1, 0.0], [-0.1, -0.2, 0.1], [0.1, -0.1, 0.0], [0.6, 0.9, 0.3], [0.0, -0.2, 0.0], [-0.1, 0.0, 0.0], [-0.8, 0.6, 0.4], [0.2, 0.0, -0.1], [0.2, -0.1, 0.0], [-0.1, -0.1, 0.0], [-0.2, 0.0, 0.0], [-0.1, 0.0, -0.1], [0.1, 0.0, 0.0], [0.3, 0.3, -0.8], [0.0, -0.2, 0.1], [0.1, 0.0, 0.0], [0.2, 0.0, 0.0], [0.0, 0.0, 0.0], [0.8, 0.5, 0.6], [0.1, 0.1, -0.1], [-0.6, -0.8, -0.6], [0.0, 0.0, -0.1], [-0.1, 0.1, -0.1], [0.0, -0.1, 0.0]],
  "charge": 1,
  "gap_ev": 6.1,
  "e_lumo_ev": -4.08
}

---

(2)
{
  "formula": "C2H3AuLiO",
  "method": "ωB97M-V/def2-TZVPD",
  "elements": ["Au", "O", "C", "C", "Li", "H", "H", "H"],
  "xyz": [[0.28495, -2.15144, -1.38412], [-0.87390, -0.07883, 1.19912], [-1.58809, -0.61772, 0.38140], [-1.28560, -0.57359, -1.12462], [0.23648, -1.16766, -2.73843], [-2.01073, -1.11136, -1.72017], [-1.03617, 0.43420, -1.43169], [-2.43805, -1.25339, 0.61029]],
  "atomic_forces_ev_per_a": [[1.2, -7.3, 9.0], [-0.4, 0.0, 0.0], [0.8, 0.2, -2.5], [-1.2, 0.7, 2.5], [0.1, 6.6, -9.7], [-0.6, 0.0, 0.0], [0.5, 0.2, -0.2], [-0.6, -0.3, 0.9]],
  "spin_multiplicity": 4,
  "charge": 2,
  "gap_ev": [7.6, 8.7],
  "e_lumo_ev": [-10.52, -14.72],
  "de_lowest_kj_mol": 269.6
}

---

(3)
{
  "formula": "C18H38N3OPSSiSn",
  "method": "ωB97M-V/def2-TZVPD",
  "elements": ["Sn", "S", "P", "Si", "O", "N", "N", "N", "C", "C", "C", "C", "C", "C", "C", "C", "C", "C", "C", "C", "C", "C", "C", "C", "C", "C", "H", "H", "H", "H", "H", "H", "H", "H", "H", "H", "H", "H", "H", "H", "H", "H", "H", "H", "H", "H", "H", "H", "H", "H", "H", "H", "H", "H", "H", "H", "H", "H", "H", "H", "H", "H", "H", "H"],
  "xyz": [[-0.26095, 0.09188, -0.76784], [-0.09652, 2.77192, 1.01718], [-0.46064, -1.31366, -3.04840], [-0.59707, 1.85143, -2.71077], [-1.69047, -2.08784, -0.28648], [-0.88966, 2.07548, 3.31670], [0.81958, 0.64860, 2.64198], [1.43077, -0.37996, -0.18770], [-0.03171, 1.70035, 2.34635], [-3.67509, -0.89304, -0.68561], [0.88716, -1.22731, -4.29125], [-2.63163, -1.54074, 0.27297], [-2.69992, -1.25666, 1.80500], [1.70971, 0.84776, 3.78956], [4.96443, -1.35796, -0.69913], [2.21756, -0.50890, 4.26460], [4.42099, 0.44183, -2.24879], [5.36129, -0.52075, -1.74975], [3.15055, 0.49774, -1.70495], [-2.23861, 1.99258, 5.33754], [3.71476, -1.31246, -0.17083], [-1.99806, -1.20119, -4.05296], [-0.43939, -3.11446, -2.71426], [-2.18160, 2.83728, -2.55027], [-1.44096, 1.19466, 4.33309], [2.67762, -0.41647, -0.66997], [-1.59642, 2.74978, 5.82627], [-2.56126, 1.25759, 6.13951], [-4.54460, -0.45721, -0.10725], [-2.96293, 2.42102, -3.20102], [-2.01725, -1.97636, -4.83148], [-0.79110, 1.64998, -0.34098], [-3.36123, -0.29754, 2.19625], [0.51177, -3.37447, -2.22412], [-2.87873, -1.32754, -3.41416], [2.94242, -0.94098, 3.54684], [-2.51835, 2.83543, -1.50978], [4.70469, 1.10155, -3.08536], [-4.04480, -1.76285, -1.29086], [-1.67461, -1.06806, 2.29496], [0.75073, -1.98172, -5.08542], [1.16737, 1.38355, 4.60695], [-1.98443, 3.86819, -2.87135], [-0.60768, 0.65805, 4.75936], [1.38490, -1.23028, 4.39565], [-0.54233, 1.42032, -4.16186], [0.91973, -0.23332, -4.74884], [2.56619, 1.47420, 3.51954], [1.29876, 0.26209, 1.82760], [-3.11325, 2.45705, 4.91066], [-2.05643, -0.21725, -4.53942], [5.72141, -2.11168, -0.32033], [-3.21924, -2.22512, 2.08062], [-0.52542, -3.69872, -3.64930], [3.41330, -1.99311, 0.65505], [-1.25874, -3.37283, -2.03354], [2.73911, -0.43380, 5.24905], [2.42694, 1.24719, -2.08411], [6.35030, -0.55678, -2.16754], [0.53084, 2.83360, -2.55103], [-3.38991, -0.02799, -1.35606], [-2.10518, 0.44712, 3.80249], [-1.54352, 2.81891, 2.96987], [1.84678, -1.41815, -3.79285]],
  "atomic_forces_ev_per_a": [[-0.9, 0.2, -2.4], [0.7, 0.1, -0.3], [-0.4, -1.4, -0.3], [1.3, 0.7, -1.1], [-1.2, -0.5, 1.7], [-1.1, 0.7, -0.6], [-0.9, 1.5, -0.6], [2.0, -1.2, 2.0], [0.2, 0.4, 0.7], [-1.8, -0.3, 0.9], [0.2, 0.3, 0.0], [0.7, 2.7, -1.1], [-0.7, 0.9, 0.4], [-0.1, -0.3, 1.1], [2.2, -0.6, -0.6], [0.3, -0.5, 0.6], [1.0, -1.2, 0.4], [-1.3, 1.1, -0.3], [-1.0, -0.4, 0.3], [0.6, -1.1, 1.7], [-2.8, 0.2, 0.8], [0.0, 0.4, -0.1], [0.1, -0.4, 0.0], [-0.3, 0.2, -0.2], [-0.6, -0.5, -1.1], [2.3, 0.6, -1.3], [-0.4, -0.3, -0.3], [0.1, 1.0, -0.8], [0.8, -0.7, -0.5], [0.0, 0.1, 0.3], [0.1, 0.1, 0.2], [-1.0, -0.1, 1.3], [1.3, -2.6, -1.6], [-0.3, 0.1, -0.1], [0.2, 0.0, -0.1], [-0.5, 0.2, 0.3], [-0.2, 0.1, -0.1], [-0.1, -0.3, 0.6], [0.2, 1.0, 0.2], [-1.4, -1.0, -1.0], [-0.2, 0.2, 0.4], [0.4, -0.4, -0.7], [-0.2, -0.2, 0.1], [-0.1, -0.3, 0.4], [0.4, 0.4, -0.1], [0.0, 0.2, 0.1], [0.0, -0.2, 0.1], [-0.2, 0.1, -0.1], [0.1, 0.0, -0.6], [-0.3, 0.2, -0.2], [0.0, -0.3, 0.2], [-1.0, 1.0, -0.3], [0.7, 1.1, 0.7], [0.1, 0.3, 0.3], [0.3, 0.4, -0.6], [0.3, 0.0, -0.3], [-0.3, 0.1, -0.7], [0.4, -0.5, 0.3], [0.2, -0.1, -0.1], [-0.2, 0.1, -0.2], [0.6, -1.2, 0.8], [0.6, 0.6, 0.8], [1.1, -0.9, 0.6], [-0.2, 0.1, 0.0]],
  "gap_ev": 5.3,
  "e_lumo_ev": -0.57,
  "de_lowest_kj_mol": 356.5
}

---

(4)
{
  "formula": "C4H14FN2O2PRh",
  "method": "ωB97M-V/def2-TZVPD",
  "elements": ["Rh", "P", "F", "O", "O", "N", "N", "C", "C", "C", "C", "H", "H", "H", "H", "H", "H", "H", "H", "H", "H", "H", "H", "H", "H"],
  "xyz": [[0.01621, -0.11334, -1.25169], [0.26759, -0.04712, 0.85517], [-0.93545, -1.92901, -1.08529], [2.46266, -1.34640, -1.52683], [1.79216, 0.83140, -1.69566], [-1.84143, 0.14711, -2.44512], [-2.79970, 0.26673, -1.47079], [1.62893, -0.87868, 1.72147], [-1.23595, -0.49466, 1.81091], [0.54394, 1.71674, 1.30725], [2.57399, -0.17091, -1.85082], [2.01533, -1.67287, 1.12770], [-1.29335, 0.16316, 2.66972], [-2.69542, 1.10990, -0.91468], [3.51320, 0.14154, -2.41457], [2.36760, -0.12491, 1.94061], [-1.83139, -0.75593, -2.90303], [-2.11637, -0.48018, 1.19967], [-0.41645, 2.18354, 1.14147], [-1.74870, 0.90624, -3.13593], [1.30190, 2.11308, 0.62294], [-1.12420, -1.53742, 2.13530], [0.92548, 1.76178, 2.33112], [-2.60844, -0.48575, -0.81813], [1.23785, -1.30403, 2.64925]],
  "atomic_forces_ev_per_a": [[-0.1, -0.9, -4.0], [0.0, 1.0, 5.4], [0.1, 0.5, -0.4], [-1.8, 0.9, 0.5], [-1.3, -0.3, 0.2], [1.9, 0.5, -0.9], [-0.5, 0.0, 0.9], [-0.7, 0.0, 0.1], [0.8, -0.7, -0.1], [0.4, -1.0, -0.5], [3.9, -0.1, -1.8], [0.5, -0.6, -0.4], [-0.2, 0.1, 0.2], [-0.1, 0.5, -0.5], [-0.7, -0.4, 0.6], [0.4, 0.0, 0.0], [-0.5, -0.3, 0.0], [-0.5, 0.3, -0.1], [-0.1, 0.6, 0.3], [-0.6, -0.2, 0.5], [-0.2, 0.1, 0.2], [0.0, 0.3, 0.0], [-0.4, 0.2, -0.1], [-0.5, -0.7, -0.1], [0.0, 0.2, 0.0]],
  "spin_multiplicity": 5,
  "charge": 1,
  "gap_ev": [8.6, 6.4],
  "e_lumo_ev": [-3.41, -7.40],
  "de_lowest_kj_mol": 179.9
}